ORCA calculation (ωB97M-V with the def2-TZVPD basis set) on C43H59Cl2N4O3SeW as an isolated structure.

Structure (XYZ):
```
113
Properties=species:S:1:pos:R:3:forces:R:3
W -0.172797 0.403499 0.455476 -0.208 0.560 -0.500
C 1.062546 0.507242 -2.502073 -0.011 0.029 -0.054
C -0.245643 -0.265990 -2.479229 0.003 -0.196 -0.019
N -1.195884 0.336627 -1.562835 0.011 0.018 0.114
C -1.685728 1.677541 -2.080731 0.007 -0.066 -0.031
C -1.628042 2.761944 -1.014371 -0.020 0.059 0.004
N -0.355908 2.672575 -0.247527 -0.004 -0.130 0.065
C 0.775068 3.242563 -1.034716 -0.019 0.051 -0.003
C 1.956898 2.302299 -1.006254 0.024 -0.028 0.013
N 1.464532 0.910526 -1.142481 0.103 -0.056 0.061
H 0.924697 1.380483 -3.140714 -0.018 0.001 0.018
H 1.843054 -0.082689 -2.990124 -0.016 -0.014 0.016
H 0.771257 -2.045733 -2.449040 -0.027 -0.024 -0.024
H -0.651421 -0.452772 -3.473257 -0.024 0.022 -0.036
H -2.006323 -0.279076 -1.483374 0.000 0.008 -0.010
H -2.708537 1.558798 -2.434437 -0.001 0.019 0.006
H -1.087283 1.949171 -2.949123 -0.001 0.014 0.007
H -2.458012 2.661881 -0.324160 0.006 -0.008 -0.011
H -1.712848 3.734387 -1.504779 -0.007 -0.005 0.009
H -0.475715 3.226332 0.596220 -0.008 0.011 -0.015
H 1.056054 4.224134 -0.654288 0.010 -0.011 0.006
H 0.435291 3.403791 -2.058671 0.009 -0.015 -0.005
H 2.471038 2.350842 -0.046031 -0.008 0.004 -0.002
H 2.683445 2.549980 -1.783919 -0.018 0.011 -0.007
H 2.205145 0.290641 -0.821109 -0.003 0.050 -0.028
C 0.690192 -6.303709 3.790330 -0.023 -0.026 -0.003
C 2.015931 -5.586418 3.541141 -0.002 0.009 -0.017
C 2.672042 -5.281907 4.896034 0.012 -0.005 0.008
C 2.930554 -6.506460 2.719374 0.014 -0.007 0.005
C 1.819419 -4.280818 2.774871 -0.062 -0.018 0.001
C 0.571801 -3.844169 2.337081 0.060 0.024 0.025
C 0.495570 -2.644576 1.654004 0.104 -0.111 0.033
Se -1.158272 -1.864826 1.156835 -0.127 -0.095 0.069
C -1.619849 -2.748023 -0.507190 -0.157 -0.131 -0.095
C -2.673436 -3.637098 -0.385578 0.050 0.042 0.027
C -3.100366 -4.425059 -1.459192 -0.033 -0.024 0.010
C -2.394033 -4.326638 -2.646690 0.013 0.064 -0.005
C -1.318193 -3.451289 -2.855896 0.017 0.026 -0.003
C -1.022143 -2.640617 -1.765512 0.024 0.000 -0.035
O 0.058020 -1.632531 -1.898902 0.127 0.021 0.029
C -0.583547 -3.487522 -4.214668 0.042 -0.027 -0.030
C 0.902722 -3.072526 -4.115680 -0.024 0.106 0.042
C -0.564225 -4.922677 -4.774644 0.043 -0.014 0.049
C -1.323518 -2.599809 -5.232010 -0.048 0.000 0.016
C -4.276370 -5.377974 -1.273161 0.028 0.012 -0.035
C -3.915253 -6.392493 -0.178022 0.010 -0.009 0.031
C -4.608328 -6.133436 -2.559698 0.001 -0.003 -0.020
C -5.506186 -4.563228 -0.845705 -0.032 0.009 0.011
C 1.611685 -1.855431 1.384967 -0.067 0.169 -0.132
O 1.383876 -0.700711 0.665460 0.098 -0.212 0.201
C 2.883396 -2.260855 1.790304 -0.038 -0.141 0.090
C 2.917214 -3.472975 2.489432 0.036 0.077 -0.029
C 4.216043 -1.524748 1.587664 -0.016 0.014 -0.002
C 5.236972 -2.483716 0.950978 -0.008 0.000 0.013
C 4.733547 -1.066284 2.960439 0.010 0.025 -0.006
C 4.140959 -0.294293 0.679528 0.052 0.040 -0.032
H 0.876108 -7.218199 4.352344 0.005 0.001 0.002
H 0.199574 -6.595303 2.858635 0.003 0.017 -0.012
H -0.000828 -5.696635 4.379243 0.005 0.005 0.013
H 2.778359 -6.203840 5.467615 0.003 -0.008 -0.005
H 2.065804 -4.590424 5.483798 -0.011 0.002 -0.001
H 3.669452 -4.855308 4.783193 0.000 0.018 -0.004
H 3.102779 -7.436758 3.260856 -0.004 -0.003 0.004
H 3.903517 -6.049972 2.531912 0.007 -0.009 0.005
H 2.479082 -6.754502 1.756944 -0.008 0.003 -0.003
H -0.322520 -4.417061 2.537364 -0.013 -0.005 -0.007
H -3.166475 -3.731631 0.573397 0.011 0.007 0.016
H -2.685797 -4.967184 -3.461060 0.007 -0.006 -0.037
H 1.407948 -3.502121 -3.236748 -0.018 -0.012 0.000
H 1.067699 -1.987818 -4.187303 -0.021 0.018 0.022
H 1.456324 -3.464896 -4.967562 -0.021 -0.007 -0.008
H -0.077647 -5.618859 -4.090169 -0.005 -0.004 0.011
H -0.006044 -4.922566 -5.710802 -0.002 0.000 0.001
H -1.556870 -5.296888 -5.009273 -0.016 -0.006 0.005
H -0.697852 -2.413736 -6.105588 0.000 -0.028 -0.010
H -1.638909 -1.638995 -4.819785 0.079 0.073 0.016
H -2.231890 -3.092293 -5.577839 -0.018 -0.005 0.028
H -3.038101 -6.979037 -0.456185 0.003 -0.003 -0.003
H -4.746289 -7.081290 -0.028528 -0.010 0.001 -0.012
H -3.718049 -5.908698 0.780227 -0.001 -0.003 0.006
H -3.787036 -6.775314 -2.885091 0.006 -0.002 0.010
H -4.874525 -5.457690 -3.375434 -0.009 0.005 0.005
H -5.467494 -6.778973 -2.383748 -0.003 -0.003 0.009
H -5.359003 -4.058922 0.110752 0.020 0.006 0.002
H -6.360254 -5.230148 -0.730384 0.001 -0.005 0.002
H -5.766660 -3.814415 -1.595837 0.000 0.000 -0.008
H 3.881119 -3.809819 2.843584 0.031 -0.016 -0.004
H 5.500622 -3.309424 1.608331 -0.015 -0.024 0.015
H 6.158823 -1.944368 0.731559 0.004 0.005 0.007
H 4.857107 -2.903390 0.017503 -0.003 0.005 -0.008
H 4.814425 -1.896343 3.661340 0.005 -0.003 -0.009
H 4.073743 -0.316458 3.404756 -0.009 -0.013 0.009
H 5.722722 -0.618565 2.857630 0.003 0.001 -0.007
H 3.855469 -0.573736 -0.341361 0.013 -0.026 0.015
H 5.133927 0.151066 0.615930 0.009 0.001 0.000
H 3.462597 0.470060 1.062413 0.010 -0.004 0.008
Cl -4.902925 1.434033 1.590835 0.012 -0.003 -0.032
C -3.596371 1.354044 2.697721 0.033 -0.030 0.128
C -3.820616 1.559915 4.080710 0.041 -0.008 -0.046
C -2.788303 1.511928 4.977280 -0.004 -0.001 0.009
Cl -3.091659 1.764126 6.646139 -0.001 -0.001 -0.015
C -1.452951 1.254667 4.543894 -0.047 0.012 0.007
C -0.307833 1.191531 5.362522 0.027 -0.012 -0.012
C 0.913552 0.941116 4.787365 -0.025 -0.006 -0.038
C 1.010625 0.754923 3.402591 0.016 0.002 0.075
N -0.046904 0.800691 2.607257 0.084 0.021 -0.024
C -1.265876 1.048363 3.171844 -0.075 -0.006 0.008
C -2.330121 1.095670 2.256578 0.061 0.008 0.045
O -1.962091 0.924880 0.960839 -0.029 -0.081 0.009
H -4.827369 1.760319 4.420317 0.003 0.002 0.017
H -0.398712 1.343924 6.429508 -0.005 0.002 0.005
H 1.812264 0.889157 5.384562 0.000 0.003 0.012
H 1.967425 0.557588 2.936260 -0.011 0.007 -0.013
```
Positions in Å, forces in eV/Å.

Output
Charge = +3
Energy above the lowest of the compared OMol25 structures with the same formula, charge and spin = 26.4 kcal/mol
E_tot = -5506.74798 a.u.
E_LUMO (alpha / beta) = -0.31096 / -0.30817 Eh
HOMO-LUMO gap (alpha / beta) = 0.255 / 0.256 Eh
Multiplicity = 1